[1]
{
  "formula": "C24H23BClF9N6O4STi",
  "method": "ωB97M-V/def2-TZVPD",
  "elements": ["Ti", "C", "C", "N", "C", "C", "C", "C", "N", "C", "C", "F", "C", "F", "C", "C", "F", "C", "F", "H", "H", "H", "H", "H", "H", "H", "H", "H", "H", "H", "H", "H", "H", "H", "B", "N", "C", "C", "C", "N", "N", "C", "C", "C", "N", "H", "H", "H", "H", "H", "H", "H", "H", "O", "Cl", "O", "O", "O", "F", "C", "C", "F", "C", "F", "C", "S", "C", "F", "C", "F"],
  "positions_angstrom": [[-0.65161, 0.34191, 0.46393], [-3.72223, 2.38261, -0.51766], [-2.66371, 1.87087, -1.47913], [-1.25250, 2.11710, -1.08266], [-1.10687, 3.53563, -0.69281], [0.32098, 4.02326, -0.51068], [-0.40311, 1.83290, -2.24409], [-0.50345, 0.38771, -2.69083], [-0.50288, -0.50722, -1.53945], [-0.47344, -1.83425, -1.85106], [-1.27751, -2.77952, -1.16700], [-2.12332, -2.36320, -0.22468], [-1.28113, -4.12038, -1.48271], [-2.09519, -4.94400, -0.78775], [-0.51976, -4.65094, -2.50968], [0.27903, -3.75904, -3.18879], [1.07737, -4.20587, -4.18406], [0.32490, -2.41805, -2.86359], [1.23698, -1.67199, -3.53450], [-4.69711, 2.04604, -0.87717], [-3.56826, 1.96039, 0.47191], [-3.74974, 3.47135, -0.46093], [-2.78148, 0.79474, -1.58860], [-2.81416, 2.33760, -2.46795], [-1.60755, 4.15226, -1.45889], [-1.64325, 3.67333, 0.24281], [0.89309, 3.34650, 0.11834], [0.29363, 4.99432, -0.01339], [0.84618, 4.14706, -1.45901], [-0.67507, 2.49761, -3.08182], [0.62449, 2.04370, -1.96506], [-1.41970, 0.23946, -3.28532], [0.32742, 0.23175, -3.38390], [-0.53448, -5.70424, -2.74654], [2.18854, 1.76948, 2.34821], [2.55441, 1.50952, 0.85287], [3.78514, 1.56909, 0.33211], [3.77336, 0.94501, -0.90352], [2.45119, 0.51985, -1.05015], [1.72356, 0.86824, 0.00980], [0.79562, 2.43420, 2.45205], [0.48191, 3.45436, 3.25701], [-0.89043, 3.61157, 3.28730], [-1.36203, 2.57332, 2.49564], [-0.34270, 1.87525, 1.96968], [2.17864, 0.71068, 2.93135], [3.00960, 2.54036, 2.79498], [4.58193, 2.03647, 0.88672], [4.59428, 0.80821, -1.58653], [1.99849, -0.03142, -1.85722], [1.26039, 3.98428, 3.77866], [-1.46811, 4.28896, 3.88977], [-2.37567, 2.26907, 2.30051], [-3.22426, 2.28631, 5.54963], [-1.81289, 1.65886, 5.78930], [-0.88347, 2.63421, 6.57939], [-2.20869, 0.22338, 0.88461], [0.04185, -1.24897, 1.27930], [1.03687, -7.26264, -0.57549], [1.14779, -6.03402, -0.05349], [2.04054, -5.13376, -0.59900], [2.78714, -5.50049, -1.64984], [2.12840, -3.85578, -0.07392], [2.98884, -3.01970, -0.65600], [1.35907, -3.45335, 1.01127], [1.48314, -1.81941, 1.70116], [0.46968, -4.38711, 1.53773], [-0.29944, -4.07992, 2.57574], [0.35437, -5.66340, 1.01583], [-0.50364, -6.55014, 1.53723]],
  "homo_lumo_gap_ev": 4.89,
  "energy_ev": -113998.6583,
  "charge": -2,
  "multiplicity": 1
}



[2]
{
  "formula": "C9H7NO2",
  "method": "ωB97M-V/def2-TZVPD",
  "elements": ["O", "C", "C", "C", "O", "C", "C", "C", "C", "C", "C", "N", "H", "H", "H", "H", "H", "H", "H"],
  "positions_angstrom": [[-3.03886, -1.43703, -0.24311], [-1.99543, -0.71938, -0.02543], [-1.96750, 0.72627, 0.46722], [-0.78370, 1.22506, 0.26556], [-0.69833, 2.60729, 0.06094], [0.50588, 0.61633, -0.00577], [1.66339, 1.15425, -0.43351], [2.79538, 0.40684, -0.34810], [2.87729, -1.04609, 0.37300], [1.56645, -1.56865, 0.32390], [0.43246, -0.85084, 0.05870], [-0.78114, -1.35495, -0.38414], [-3.00236, 1.04061, 0.30120], [-1.63621, 3.04148, -0.07142], [1.88536, 2.21702, -0.28619], [3.69135, 1.11910, -0.45974], [3.67246, -1.82308, 0.56202], [1.04574, -2.71956, 0.17686], [-0.85608, -2.41570, -0.12991]],
  "smiles": "O=c1cc(O)c2ccccc2[nH]1",
  "homo_lumo_gap_ev": 7.72,
  "energy_ev": -15027.2947,
  "charge": 0,
  "multiplicity": 1
}



[3]
{
  "formula": "C3H6B",
  "method": "ωB97M-V/def2-TZVPD",
  "elements": ["C", "C", "B", "C", "H", "H", "H", "H", "H", "H"],
  "positions_angstrom": [[-0.82968, -0.89987, 2.31894], [-0.06182, -0.77768, 1.12139], [0.63342, -0.46406, -0.37336], [0.04802, 0.96094, -1.02851], [-1.78162, -0.91107, 3.03962], [0.36034, -1.31517, -1.16965], [1.80249, -0.42368, -0.26147], [1.01698, 1.61053, -1.27841], [-0.48721, 0.70160, -2.04604], [-0.70092, 1.51846, -0.32251]],
  "homo_lumo_gap_ev": 7.98,
  "energy_ev": -3881.3624,
  "charge": -1,
  "multiplicity": 1
}



[4]
{
  "formula": "C8H16N2O3",
  "method": "ωB97M-V/def2-TZVPD",
  "elements": ["C", "C", "C", "C", "C", "N", "C", "O", "C", "N", "C", "O", "O", "H", "H", "H", "H", "H", "H", "H", "H", "H", "H", "H", "H", "H", "H", "H", "H"],
  "positions_angstrom": [[-1.33929, 0.48042, -0.98319], [-1.72990, 1.00178, 0.38545], [-3.04382, 0.07923, 0.76387], [-0.78180, 0.79238, 1.49462], [0.35501, -0.28644, 1.41019], [1.19201, 0.06310, 0.19032], [2.05372, -0.72003, -0.54535], [2.36993, -1.83850, -0.20202], [2.75247, -0.01535, -1.77791], [2.12104, 1.13686, -2.37388], [-0.13906, -1.70865, 1.70898], [-1.23236, -1.97350, 2.18146], [0.72899, -2.70474, 1.41239], [-0.81330, -0.45765, -0.77748], [-0.61813, 1.16043, -1.53537], [-2.35047, 0.42895, -1.51943], [-2.07649, 2.03297, 0.20183], [-3.44328, 0.43237, 1.75419], [-2.70244, -0.97121, 0.94272], [-3.84585, 0.19758, -0.02986], [-1.45984, 0.47881, 2.30854], [-0.38218, 1.81006, 1.73426], [0.93890, -0.06119, 2.37253], [0.98531, 0.93254, -0.34138], [3.85044, 0.10512, -1.61112], [2.80201, -0.87110, -2.62422], [2.62054, 1.95255, -2.25188], [1.63459, 0.96006, -3.23679], [1.55323, -2.43685, 0.94852]],
  "smiles": "CC(C)C[C@H](NC(=O)CN)C(=O)O",
  "homo_lumo_gap_ev": 10.33,
  "energy_ev": -17677.4095,
  "charge": 0,
  "multiplicity": 1
}



charge of number 3 (C3H6B)?
-1